# 1
The following is a DFT calculation (ωB97M-V/def2-TZVPD) of a structure of composition C39H29AsBBeF7N2.

Geometry as XYZ:
```
80
C39H29AsBBeF7N2 | the Open Molecules 2025 dataset | ωB97M-V/def2-TZVPD
C -1.003 0.852 -3.145
C 0.305 -0.788 -5.498
C 1.002 -2.757 -6.703
C -0.351 -0.982 1.043
C -1.633 -1.576 -2.339
C 0.114 -1.873 4.495
C -4.958 -3.144 1.122
H -1.314 1.655 1.752
H 0.529 2.266 -3.637
C -4.017 -1.282 -2.541
C -1.823 -2.905 -1.992
H -2.733 -3.617 5.096
C -3.275 1.619 -3.386
H 0.465 -0.900 -7.635
F -1.371 3.352 -0.477
H -1.905 2.384 4.034
H 1.721 -1.646 5.875
C -2.378 0.613 -3.045
H 0.572 -2.877 7.721
C 1.570 1.143 3.165
H 2.087 1.351 5.233
F 2.658 -1.259 -0.416
N -0.264 2.249 6.146
C -1.781 -3.131 5.265
H -6.958 -3.356 1.915
C 0.439 -1.454 -4.283
H -4.342 1.458 -3.284
H -2.894 -2.846 0.599
H -1.253 2.242 6.337
B 0.009 3.154 -0.451
C -1.155 -3.307 6.487
C -0.904 2.029 3.817
H -1.649 -3.901 7.250
C -3.107 -3.431 -1.949
H -0.033 0.240 -5.512
H 0.257 1.732 6.836
H -0.972 -3.525 -1.736
C -1.194 -2.364 4.215
N 0.648 1.190 2.211
C -2.802 2.845 -3.831
C -1.811 -2.135 2.940
C -5.550 -2.619 3.376
H -1.071 4.042 -4.266
H 0.627 -1.343 3.704
C -4.201 -2.618 -2.219
C -0.573 1.642 2.541
C -1.437 3.075 -3.944
C -3.641 -2.805 1.383
H -3.257 -4.469 -1.675
C -4.229 -2.296 3.648
C 0.045 1.907 4.832
F 0.211 1.677 -0.393
H -6.299 -2.501 4.153
C 0.582 -1.435 -6.699
H 1.492 -4.457 -5.487
F 3.487 0.262 0.877
C -3.213 -2.419 2.672
H -5.235 -3.486 0.129
As 0.080 -0.639 -2.504
H 1.023 -3.300 -3.360
C -2.730 -0.758 -2.619
H -3.504 3.632 -4.081
F 0.588 3.738 0.672
H 2.547 0.791 2.854
H 1.207 -3.263 -7.639
C 1.156 -3.427 -5.495
C -0.536 2.077 -3.596
C 2.426 0.033 0.015
H -5.205 -3.023 -2.159
Be 0.685 0.336 0.607
C -5.931 -3.074 2.117
H -4.876 -0.649 -2.735
H -3.964 -1.917 4.628
F 2.770 0.790 -1.102
C 0.099 -2.756 6.754
C 0.886 -2.776 -4.300
C -1.026 -1.565 1.891
C 1.317 1.472 4.480
F 0.621 3.608 -1.615
C 0.728 -2.060 5.720
```

As for the total charge: -2. As for the spin multiplicity: 1. The calculation puts the highest occupied orbital energy at 0.04 eV.

---

# 2
The following is a DFT calculation (ωB97M-V/def2-TZVPD) of a structure of composition C24H30N4O2 at a distorted geometry.

Geometry as XYZ:
```
60
C24H30N4O2 | the Open Molecules 2025 dataset | ωB97M-V/def2-TZVPD
C 1.976 -0.560 -4.319
H -0.461 -2.308 -1.268
H 2.479 0.981 3.641
N 2.299 1.638 1.513
C -1.568 -4.567 -0.342
N 2.020 0.503 -2.554
O -0.694 -1.668 -4.840
H -2.731 -0.217 -2.700
H -0.612 0.135 -2.080
C 1.445 1.029 -1.091
H -1.109 -6.600 0.299
H -0.206 1.147 3.899
H -1.893 -1.272 -0.405
N 3.244 0.505 -2.873
C 2.223 2.506 0.571
C -2.860 -3.276 0.739
O 1.089 4.062 3.347
H 0.289 6.517 4.315
H 1.660 -1.100 -5.263
H -2.039 3.491 4.260
C 3.105 -0.193 -3.997
C 1.341 0.640 1.231
H -3.674 -2.301 -2.089
C -2.763 -5.598 1.609
C 0.875 2.726 3.412
C -1.745 -2.337 -1.003
C -2.793 -2.364 -2.130
H -3.786 -4.378 2.598
C -0.901 -1.022 -3.739
H 4.034 -0.206 -4.865
C -2.326 -1.109 -3.132
H 1.344 -0.320 1.834
C -0.382 5.873 3.561
H -3.605 -2.261 0.999
H 3.222 2.482 3.127
H 0.335 0.973 1.203
N -0.291 -0.221 -3.061
C -0.954 3.345 3.743
H -1.406 6.132 3.753
H 2.721 3.045 -1.477
C -3.315 -4.359 1.790
C -0.179 2.237 3.734
C 2.435 1.939 3.149
H 2.959 3.226 0.959
H -2.393 -3.213 -2.729
C 1.012 -0.071 -3.367
C 1.632 -0.098 -0.106
H -0.075 6.092 2.597
H 0.614 1.508 -1.286
H -2.877 -6.409 2.121
H 1.091 -0.744 -0.459
H -0.690 -4.935 -1.065
C -2.052 -3.366 -0.238
H 1.267 3.002 0.655
H -3.311 -0.981 -4.225
C -0.208 4.374 3.507
C -1.739 -5.751 0.436
H 3.600 1.760 -0.927
H 2.677 -0.333 -0.169
C 2.648 2.269 -0.808
```

As for the spin multiplicity: 1. The calculation puts the highest occupied orbital energy at -8.24 eV.

---

# 3
The following is a DFT calculation (ωB97M-V/def2-TZVPD) of the ion C6H17N3 with charge +2 at a distorted geometry.

Geometry as XYZ:
```
26
C6H17N3 | the Open Molecules 2025 dataset | ωB97M-V/def2-TZVPD
N -1.574 -0.015 -0.165
H -1.843 1.081 -1.858
C 3.222 1.339 -0.051
C 0.864 -2.358 -0.353
C 1.087 0.087 0.365
C -0.511 -0.040 0.899
H 0.532 -2.460 -1.328
H 0.047 -2.544 0.477
H -0.683 1.964 -0.832
H -0.662 -0.925 1.487
H 2.529 -1.044 -0.185
H 3.205 1.140 -1.091
N 1.526 -1.102 -0.024
H -3.065 0.320 1.433
H 1.688 -3.235 -0.305
C -1.529 1.339 -0.867
H -0.840 0.654 1.540
H -1.473 -0.861 -0.734
H -2.298 1.832 -0.310
H -3.636 -0.166 -0.201
C -2.873 -0.318 0.434
H 3.746 0.513 0.278
N 1.846 1.199 0.334
H 3.482 2.405 0.160
H 1.223 1.941 0.536
H -2.887 -1.332 0.626
```

As for the total charge: +2. As for the spin multiplicity: 1. The calculation puts the highest occupied orbital energy at -18.26 eV.

---

# 4
The following is a DFT calculation (ωB97M-V/def2-TZVPD) of a cluster of 5 separate species, C21H45ClFNO12 in total.

Geometry as XYZ:
```
81
C21H45ClFNO12 | the Open Molecules 2025 dataset | ωB97M-V/def2-TZVPD
H -2.868 4.401 1.004
H -1.056 -0.698 0.183
O -3.800 -5.696 -0.996
C 4.716 -1.240 3.867
H 4.963 0.510 5.088
H -4.626 -4.197 0.210
H -2.843 7.795 3.148
H 2.629 -3.747 -6.616
C -4.328 8.858 2.014
O -1.626 0.630 1.671
C 2.736 -1.168 2.567
H 4.321 2.684 4.105
H 4.720 -5.862 -6.615
H -1.275 -8.553 -1.235
H -0.617 -8.042 0.309
O 3.299 -1.189 3.866
C -2.969 -6.055 -0.003
H 1.682 -0.914 2.672
H -4.321 10.533 -0.172
H -3.109 2.635 0.854
H 6.411 0.012 4.200
C 3.082 -5.128 -3.871
F -3.363 -2.280 -0.706
H -1.600 0.901 -0.394
H 4.910 -4.443 -5.564
H 3.736 2.438 2.447
C -3.402 10.066 0.197
C -0.544 -6.570 -1.201
H -4.290 6.856 2.746
H -1.469 3.139 2.596
H 2.812 -2.154 2.096
O -3.080 -3.447 -2.550
C 4.000 1.933 3.375
H 5.088 -1.639 2.918
H 2.001 -3.471 -3.079
H 5.019 -1.925 4.665
N -2.627 -7.430 -0.120
H -1.345 8.350 1.307
H 3.119 1.413 3.759
C -2.564 3.498 0.464
C -3.577 7.593 2.362
H -2.821 -7.854 0.777
C 4.674 -5.510 -5.586
O -2.948 7.021 1.227
C -3.551 -3.362 -1.477
H 5.418 -6.056 -4.994
C -1.558 7.289 1.155
C -0.450 1.396 1.861
Cl -0.713 -6.499 -2.953
C -1.762 0.121 0.354
H 1.643 -2.308 -6.242
H -0.048 1.135 2.846
C -0.729 2.882 1.832
O 3.368 -5.766 -5.107
H -5.072 8.651 1.239
H 0.303 1.137 1.109
H 0.198 3.418 2.063
H -5.348 -4.455 -1.380
H 4.008 -4.894 -3.337
H 3.371 -2.134 -6.607
C 5.324 0.119 4.133
H -1.219 6.996 0.164
H -1.012 6.700 1.900
C 2.629 -2.770 -6.126
C -4.411 -4.423 -0.828
C 2.257 -3.876 -4.063
O -3.455 9.895 1.601
H -2.773 -0.257 0.256
H 2.510 -5.837 -3.266
O 2.978 -2.870 -4.759
O -2.570 -5.295 0.838
C -1.237 -7.728 -0.526
H -2.810 3.624 -0.589
H 3.219 -0.424 1.929
H -3.250 9.115 -0.320
H -2.564 10.725 -0.022
O 5.052 1.034 3.084
H 1.324 -4.110 -4.582
O 0.098 -5.753 -0.634
O -1.160 3.316 0.554
H -4.856 9.211 2.905
```

As for the spin multiplicity: 1. The calculation puts the highest occupied orbital energy at -9.01 eV.

---

One value per record, in order, for Kohn-Sham gap: 4.2918 8.5260 10.8520 9.1689 eV.
One value per record, in order, for energy above the lowest of the compared OMol25 structures with the same formula, charge and spin: 16.8 2279.0 112.7 10.9 kJ/mol.
One value per record, in order, for energy: -124841.92730 -35408.32822 -10948.91931 -63801.34397 eV.